This record from the OMol25 dataset describes C2H2N2O2S in the gas phase. The level of theory is ωB97M-V/def2-TZVPD.

The geometry in XYZ format:
```
9
Properties=species:S:1:pos:R:3:forces:R:3:mulliken_charge:R:1
O 1.2558 -2.1034 -0.5985 -1.78 2.15 0.26 -0.563
C 0.5289 -1.1853 -0.2366 0.83 -1.36 0.38 0.536
N -0.1410 -1.0307 0.9604 -0.04 -0.56 -0.26 0.113
N -0.7038 0.2309 1.1101 0.83 0.38 -1.07 -0.558
C -0.3699 0.8268 0.0040 -0.93 -0.86 0.22 0.538
S -0.8648 2.4209 -0.5295 2.59 0.17 -1.55 -0.252
O 0.2500 0.0216 -0.9159 0.81 -0.51 0.80 -0.263
H -0.3273 -1.7988 1.6250 0.26 1.05 -0.68 0.258
H 0.3721 2.6179 -1.4189 -2.57 -0.46 1.89 0.191
```
Positions in Å, forces in eV/Å.

Calculated values
max |F|: 3.23 eV/Å
2S+1: 1
LUMO energy: 0.212 eV
DFT total energy: -735.5679 a.u.

---

This record from the OMol25 dataset describes a molecular structure, C26H15Cl3N7O3S2Ti. The level of theory is ωB97M-V/def2-TZVPD.

The geometry in XYZ format:
```
57
Properties=species:S:1:pos:R:3:forces:R:3:mulliken_charge:R:1
Ti 1.0548 0.0576 -0.1544 0.45 0.03 -0.25 0.108
O 1.9763 -1.5798 0.4241 -0.08 0.18 -0.11 -0.314
N 1.6497 -2.3101 1.4921 0.04 0.05 -0.01 0.488
C 2.6079 -3.1311 1.9687 0.08 -0.04 -0.02 -0.349
C 2.3568 -3.9220 3.0521 -0.03 -0.01 -0.04 -0.776
C 1.0936 -3.8581 3.6449 -0.02 0.03 -0.02 -0.086
C 0.1408 -3.0079 3.1403 0.00 -0.03 0.06 -0.908
C 0.4180 -2.1897 2.0364 -0.07 0.03 0.03 0.575
S -0.6691 -1.0568 1.3530 -0.01 -0.01 -0.09 -0.466
H 3.5438 -3.0745 1.4327 -0.02 -0.02 -0.04 0.507
H 3.1392 -4.5559 3.4381 0.01 0.02 0.01 0.409
H 0.8695 -4.4653 4.5113 0.00 0.00 0.01 0.379
H -0.8385 -2.9216 3.5874 0.00 -0.01 0.01 0.439
O 0.3993 2.9925 0.5357 0.03 -0.07 0.00 -0.766
S -0.5997 2.8172 -0.4818 -0.09 -0.10 -0.01 1.174
O -0.6211 3.6916 -1.6207 0.01 0.07 -0.01 -0.701
N -0.4746 1.2642 -0.9288 0.02 -0.14 0.04 0.709
C -1.2334 0.7735 -1.9948 -0.14 0.00 -0.12 0.611
C -2.2970 1.3745 -2.6310 0.05 0.02 0.08 -0.937
C -2.9544 0.7262 -3.6958 -0.01 -0.05 -0.06 -1.046
C -2.5637 -0.5031 -4.1474 -0.01 0.07 0.04 -0.863
C -1.4668 -1.1437 -3.5289 0.03 0.04 0.03 0.859
C -0.9503 -2.3966 -3.9321 0.11 -0.08 0.04 -0.623
C 0.1341 -2.9283 -3.2950 -0.18 0.02 -0.16 -1.129
C 0.7142 -2.2228 -2.2283 0.15 0.05 0.25 -0.236
N 0.2426 -1.0637 -1.8240 -0.15 -0.08 0.12 0.619
C -0.8234 -0.5036 -2.4585 -0.03 -0.06 -0.08 0.145
C -2.1976 2.9630 0.2896 0.07 0.04 0.02 0.025
C -2.5678 2.0605 1.2755 0.02 0.01 0.04 -0.199
C -3.7993 2.2008 1.8943 0.01 0.00 0.00 -0.744
C -4.6452 3.2419 1.5334 0.00 0.01 -0.01 -0.354
C -4.2602 4.1470 0.5547 -0.01 -0.01 0.01 -0.639
C -3.0306 4.0095 -0.0737 -0.01 -0.02 -0.05 -0.265
H -2.6268 2.3595 -2.3394 0.00 0.00 0.01 0.343
H -3.7865 1.2335 -4.1675 0.00 0.00 0.00 0.384
H -3.0674 -0.9877 -4.9739 -0.01 0.00 0.00 0.388
H -1.4179 -2.9158 -4.7604 -0.01 -0.01 0.00 0.410
H 0.5655 -3.8715 -3.5957 0.06 0.02 0.01 0.424
H 1.5851 -2.6006 -1.7062 0.06 0.00 -0.12 0.619
H -1.8954 1.2632 1.5632 0.00 0.00 0.01 0.198
H -4.0951 1.4983 2.6624 0.00 0.00 0.00 0.420
H -5.6060 3.3498 2.0206 0.00 0.00 0.00 0.375
H -4.9169 4.9618 0.2785 0.00 0.00 0.00 0.371
H -2.7100 4.6974 -0.8445 0.00 0.00 0.00 0.488
Cl 6.0574 0.3622 -2.0254 -0.08 -0.24 -0.01 -0.156
C 4.4974 0.3030 -2.7464 1.02 1.13 -0.77 0.320
Cl 3.9973 -2.3667 -2.7350 -0.16 -0.68 -0.01 -0.697
Cl 4.4113 0.5962 -4.4441 0.01 -0.23 0.06 -0.162
C 3.4455 0.5761 -2.0190 -1.15 -0.52 0.91 0.211
N 2.4551 0.4722 -1.3430 0.13 0.60 0.20 -0.271
N 1.9327 0.8606 1.5753 0.05 0.00 0.03 0.001
C 2.2920 0.9004 2.6788 -0.19 -0.07 -0.12 0.584
C 2.7044 0.8413 3.9918 0.04 0.00 0.05 -0.132
C 3.2135 -0.3952 4.4588 0.00 0.05 0.11 0.171
N 3.6160 -1.4059 4.8463 -0.01 -0.03 -0.04 -0.504
C 2.5571 1.9462 4.8656 0.04 -0.01 -0.03 0.084
N 2.4437 2.8361 5.5900 -0.01 0.02 0.02 -0.516
```
Positions in Å, forces in eV/Å.

Calculated values
max |F|: 1.71 eV/Å
2S+1: 1
LUMO energy (alpha / beta): 0.994 / 1.001 eV
total charge: -1
DFT total energy: -4635.3396 a.u.

---

This record from the OMol25 dataset describes 2 unconnected molecules or ions with the total composition C9H7F4O3S. The level of theory is ωB97M-V/def2-TZVPD.

The geometry in XYZ format:
```
24
Properties=species:S:1:pos:R:3:forces:R:3:mulliken_charge:R:1
F -1.9122 1.4256 -5.3766 -0.16 0.06 1.41 -0.299
S -2.4120 1.4048 -3.8062 -0.82 -0.67 -1.03 1.065
C -0.9231 1.8767 -3.0411 0.49 0.42 0.21 -0.224
C -0.7865 1.9758 -1.7146 0.33 0.43 -0.70 -0.397
O -3.4411 2.4040 -3.7665 0.66 -0.36 0.14 -0.555
O -2.7285 0.0346 -3.5361 0.16 0.85 -0.16 -0.515
H -0.1389 2.0983 -3.7640 -0.11 -0.26 0.29 0.381
H 0.1971 2.2645 -1.3106 -0.75 -0.29 -0.16 0.212
H -1.6258 1.8857 -1.0347 0.22 -0.32 0.01 0.264
F 2.0502 -3.7701 1.4175 -0.23 0.45 -0.60 -0.314
C 1.5491 -2.7520 0.6333 -0.23 0.39 0.02 0.988
F 2.5343 -2.4518 -0.2632 -0.46 -0.42 0.22 -0.279
F 0.5136 -3.2997 -0.0701 0.71 0.08 0.14 -0.276
C 1.1234 -1.5591 1.4338 -0.35 0.53 -1.36 -0.154
C 0.5521 -0.3477 0.7416 0.32 -0.54 1.58 0.140
O 0.3755 -0.1635 -0.4814 0.27 -0.63 -0.47 -0.770
C 0.1790 0.6900 1.6756 0.07 -0.25 -0.61 -0.236
C 0.3303 0.5949 3.0303 0.03 -0.02 0.21 -0.491
C 0.8702 -0.5547 3.6172 0.15 -0.29 0.23 -0.413
C 1.2597 -1.6258 2.8022 -0.23 0.70 0.83 -0.285
H -0.2437 1.5685 1.1944 0.01 0.05 0.24 0.172
H 0.0153 1.4434 3.6403 0.10 -0.23 0.04 0.322
H 0.9885 -0.6247 4.6951 -0.02 0.02 -0.13 0.323
H 1.6734 -2.5176 3.2838 -0.15 0.30 -0.32 0.339
```
Positions in Å, forces in eV/Å.

Calculated values
max |F|: 1.70 eV/Å
2S+1: 1
LUMO energy: 3.059 eV
total charge: -1
DFT total energy: -1370.5674 a.u.

---

This record from the OMol25 dataset describes a molecular structure, C22H25B3BiF8N12S. The level of theory is ωB97M-V/def2-TZVPD.

The geometry in XYZ format:
```
72
Properties=species:S:1:pos:R:3:forces:R:3:mulliken_charge:R:1
Bi 0.1041 -0.0368 0.3052 -0.35 1.25 -0.08 2.447
C 1.5889 -4.1777 -0.3084 0.08 0.12 -0.02 -1.445
C 0.6340 -3.2478 0.0748 0.29 -0.12 0.02 -0.331
N 1.1890 -2.0420 0.1350 -0.19 -0.15 0.20 0.120
N 2.4803 -2.1579 -0.1883 0.58 -0.30 -0.16 0.273
C 2.7458 -3.4377 -0.4731 -0.12 -0.25 -0.03 -0.017
B 3.4517 -0.9354 -0.1476 -0.16 0.27 0.13 0.714
N 3.0417 0.0086 -1.2659 0.54 0.04 -0.50 0.220
C 3.7136 0.5256 -2.3064 -0.05 0.21 -0.30 0.256
C 2.8580 1.3523 -3.0055 -0.02 -0.06 0.09 -1.511
C 1.6495 1.2933 -2.3161 0.41 0.02 -0.18 -0.638
N 1.7814 0.4754 -1.2808 -0.35 -0.02 0.27 -0.247
N 3.2191 -0.2221 1.2004 0.51 -0.07 0.12 0.449
C 4.1210 0.1133 2.1372 -0.04 0.14 0.20 0.036
C 3.4579 0.7171 3.1831 0.04 -0.09 -0.14 -1.452
C 2.1197 0.7203 2.8059 0.36 0.04 0.20 -0.442
N 2.0020 0.1580 1.6112 -0.23 0.13 0.06 -0.114
N 4.8850 -1.3917 -0.1965 0.17 -0.58 0.29 0.234
C 5.4327 -2.2847 0.6718 0.22 -0.05 -0.02 -0.361
C 6.7918 -2.2731 0.4923 -0.20 -0.08 0.05 -0.976
C 6.9959 -1.3217 -0.5203 -0.16 -0.14 0.20 -0.324
N 5.8543 -0.8032 -0.9154 0.10 0.57 -0.51 -1.106
H 1.4668 -5.2319 -0.4402 -0.03 -0.21 -0.04 0.463
H -0.3984 -3.3834 0.3174 -0.30 0.01 0.03 0.438
H 3.7244 -3.7566 -0.7699 0.21 0.03 -0.02 0.618
H 4.7467 0.2832 -2.4578 0.06 -0.02 0.00 0.555
H 3.0787 1.9216 -3.8836 0.04 0.12 -0.17 0.454
H 0.7208 1.7805 -2.5227 -0.30 0.10 -0.03 0.683
H 5.1672 -0.0872 2.0224 0.17 -0.08 -0.15 0.423
H 3.8827 1.0996 4.0858 0.09 0.10 0.21 0.455
H 1.2727 1.0856 3.3479 -0.32 0.12 -0.01 0.508
H 4.8250 -2.8370 1.3614 -0.12 -0.11 0.14 0.569
H 7.5275 -2.8574 1.0058 0.10 -0.13 0.12 0.464
H 7.9229 -0.9998 -0.9526 0.13 0.09 -0.16 0.457
C -5.1409 -0.4047 3.5083 0.08 0.13 0.22 -0.891
C -3.9942 0.5285 3.8678 -0.58 0.01 -0.16 -0.296
N -2.7135 -0.1488 3.7610 -0.04 0.19 -0.23 -0.074
C -2.2000 -0.5230 2.6053 1.71 -1.42 1.24 0.269
S -0.6057 -1.2289 2.5768 -0.52 -0.07 0.57 -0.477
N -2.9071 -0.4235 1.5052 -1.95 1.82 -1.01 -1.101
N -2.4759 -0.7828 0.3631 0.77 -0.95 0.25 0.994
C -3.0464 -1.0132 -0.7501 -0.79 0.21 0.17 0.722
C -4.5319 -0.9613 -0.9074 0.03 -0.12 0.27 -1.680
C -2.1836 -1.3395 -1.8787 0.20 -0.16 -1.13 0.549
C -2.7290 -1.5966 -3.1399 0.14 0.06 0.50 -0.743
C -1.8848 -1.9252 -4.1821 0.33 -0.05 0.10 -0.778
C -0.5229 -2.0118 -3.9381 -0.36 0.04 -0.06 -0.957
C -0.0664 -1.7012 -2.6713 0.16 -0.17 -0.15 -0.137
N -0.8626 -1.3799 -1.6663 -0.46 0.01 -0.09 0.637
H -6.0833 0.1196 3.6252 -0.18 0.04 -0.01 0.413
H -5.1400 -1.2768 4.1555 -0.06 -0.16 0.06 0.301
H -5.0517 -0.7272 2.4751 -0.08 -0.06 -0.06 0.036
H -4.0911 0.8678 4.8977 0.06 0.03 -0.04 0.495
H -4.0048 1.3992 3.2064 0.20 -0.03 0.11 0.179
H -2.0529 -0.0296 4.5165 0.05 -0.05 -0.21 0.318
H -4.9867 -0.7722 0.0611 -0.08 0.02 -0.04 0.196
H -4.9184 -1.8923 -1.3169 -0.06 -0.02 -0.03 0.381
H -4.7672 -0.1403 -1.5880 0.06 0.00 -0.04 0.319
H -3.7865 -1.4831 -3.3089 -0.05 -0.02 0.02 0.420
H -2.2806 -2.0751 -5.1742 -0.04 -0.09 -0.07 0.417
H 0.1738 -2.2769 -4.7163 0.08 0.02 -0.06 0.464
H 0.9892 -1.7078 -2.4501 0.20 -0.04 -0.02 0.174
F -0.7115 3.9720 3.0557 0.12 0.80 0.13 -0.292
B -0.9399 2.6850 2.7043 0.13 -0.10 0.01 0.480
F -0.0167 2.2829 1.6871 0.39 -0.33 -0.65 -0.367
F -0.7301 1.8270 3.7875 0.33 -0.53 0.88 -0.456
F -2.2106 2.4585 2.2340 -0.94 -0.06 -0.48 -0.377
F -1.8604 2.9637 -3.2569 0.00 0.86 -0.11 -0.332
B -1.9180 1.6453 -2.9379 0.05 -0.05 -0.19 0.367
F -1.4833 1.4379 -1.6066 0.44 -0.08 1.06 -0.268
F -3.2003 1.1312 -3.0340 -1.00 -0.20 -0.05 -0.368
F -1.0673 0.9103 -3.7598 0.52 -0.41 -0.51 -0.409
```
Positions in Å, forces in eV/Å.

Calculated values
max |F|: 2.85 eV/Å
2S+1: 2
LUMO energy (alpha / beta): -1.036 / -3.259 eV
DFT total energy: -2997.2531 a.u.

---

This record from the OMol25 dataset describes 2 unconnected molecules or ions with the total composition C5H10NO3. The level of theory is ωB97M-V/def2-TZVPD.

The geometry in XYZ format:
```
19
Properties=species:S:1:pos:R:3:forces:R:3:mulliken_charge:R:1
C 1.1239 1.2139 -0.6175 -0.03 0.46 0.09 0.763
C -1.8593 -1.1094 -0.1828 -0.26 0.12 0.08 -0.668
C -0.6670 -1.9512 0.2856 0.03 -0.30 0.02 -0.121
C -1.0418 -0.6921 0.9451 -0.02 0.16 0.12 0.597
C 1.6655 2.5866 -0.8555 0.09 -0.07 -0.09 -1.037
N -1.1311 -0.1424 2.1024 0.03 0.05 -0.09 -0.246
O 1.7807 0.2646 -1.2220 0.46 -0.55 -0.36 -0.443
O 0.4708 -2.0324 -0.4981 0.21 0.11 -0.09 -0.484
O 0.1410 1.0168 0.0856 -0.33 -0.42 0.14 -0.619
H -1.7456 -0.5837 -1.1205 0.24 0.08 -0.01 0.259
H -2.8762 -1.4270 0.0112 -0.02 -0.08 0.12 0.300
H -0.8612 -2.8501 0.8710 -0.09 0.17 0.03 0.375
H 2.6117 2.5260 -1.3815 0.04 0.10 -0.01 0.328
H 1.7820 3.1074 0.0919 0.00 -0.04 0.04 0.317
H 0.9494 3.1511 -1.4510 -0.04 -0.02 -0.03 0.288
H -0.4081 -0.2646 2.8058 -0.11 -0.05 -0.16 0.291
H -1.7812 0.6264 2.2433 0.03 -0.19 0.02 0.299
H 1.4184 -0.6339 -1.0368 -0.14 0.45 0.12 0.469
H 0.4279 -2.8062 -1.0762 -0.09 0.02 0.09 0.333
```
Positions in Å, forces in eV/Å.

Calculated values
max |F|: 0.80 eV/Å
2S+1: 1
LUMO energy: -4.396 eV
total charge: +1
DFT total energy: -476.7088 a.u.

---

This record from the OMol25 dataset describes C4H4N2 in the gas phase. The level of theory is ωB97M-V/def2-TZVPD.

The geometry in XYZ format:
```
10
Properties=species:S:1:pos:R:3:forces:R:3:mulliken_charge:R:1
C 0.4884 -0.7927 -0.4783 -0.11 -0.16 -0.14 -0.253
C 0.9060 0.5012 -0.2964 0.01 -0.39 -0.30 -0.261
C -0.0042 1.3549 0.2974 0.39 -1.12 0.80 -0.010
N -1.3237 1.1255 0.3721 0.60 -0.25 0.57 -0.312
N -1.7271 -0.1162 0.1605 0.17 -0.12 -0.21 -0.320
C -0.8167 -1.0672 -0.0755 -0.10 -0.09 -0.27 -0.194
H 1.1729 -1.5598 -0.8122 -0.12 -0.16 0.03 0.354
H 1.9332 0.8437 -0.4010 -0.14 -0.30 -0.05 0.349
H 0.5255 1.7917 1.1198 -0.57 2.52 0.01 0.265
H -1.1543 -2.0810 0.1135 -0.13 0.06 -0.44 0.382
```
Positions in Å, forces in eV/Å.

Calculated values
max |F|: 2.59 eV/Å
2S+1: 1
LUMO energy: 0.350 eV
DFT total energy: -264.2441 a.u.